No. 1
The following is a DFT calculation (the ωB97M-V functional and the def2-TZVPD basis) of a structure of composition C6H8O6Pt in a non-equilibrium geometry.

Its orbital gap (alpha / beta) is 0.312 / 0.292 Ha. The value obtained for the relative energy (zero: lowest compared OMol25 entry of this formula, charge and spin) is 3.876 eV. The value obtained for the highest occupied orbital energy (alpha / beta) is -12.50 / -14.63 eV.

ORCA input file:
```
! wB97M-V def2-TZVPD RIJCOSX def2/J DEFGRID3
* xyz 1 4
O 1.85 -0.10 -0.25
Pt 1.74 1.71 -0.44
O 3.56 1.19 -0.11
C 3.23 -0.03 -0.01
O 3.87 -1.02 0.27
C 1.15 -1.36 -0.18
C -0.15 -1.25 -0.89
H 1.80 -2.12 -0.63
H 1.02 -1.62 0.88
H -0.11 -0.78 -1.88
H -0.64 -2.23 -1.00
O -2.00 1.72 -0.45
C -0.79 1.75 0.07
C -2.59 0.48 -0.02
O 0.19 2.19 -0.51
O -0.74 1.05 1.17
C -2.04 0.45 1.40
H -1.67 -0.74 -0.43
H -1.87 -0.56 1.79
H -2.60 1.04 2.14
H -3.18 0.23 -0.90
*
```

---

No. 2
The following is a DFT calculation (the ωB97M-V functional and the def2-TZVPD basis) of an isolated molecule of C6H8OP2 in a non-equilibrium geometry.

Its orbital gap is 0.339 Ha. The SMILES is Oc1cccc(P)c1P. The value obtained for the relative energy (zero: lowest compared OMol25 entry of this formula, charge and spin) is 0.641 eV. The value obtained for the highest occupied orbital energy is -8.60 eV.

ORCA input file:
```
! wB97M-V def2-TZVPD RIJCOSX def2/J DEFGRID3
* xyz 0 1
C -1.72 -0.58 -0.94
C -1.26 0.71 -1.26
C -1.03 -1.39 -0.08
C -0.12 1.20 -0.67
C 0.16 -0.95 0.47
C 0.61 0.43 0.22
O 0.45 2.39 -0.95
P 0.80 -2.00 1.83
P 2.13 0.90 1.02
H -2.75 -0.91 -1.37
H -1.72 1.12 -2.19
H -1.36 -2.30 0.34
H -0.14 3.01 -1.53
H 2.10 -2.10 1.34
H 0.38 -3.12 1.22
H 1.47 1.39 2.19
H 2.02 2.20 0.36
*
```

---

No. 3
The following is a DFT calculation (the ωB97M-V functional and the def2-TZVPD basis) of an isolated molecule of C6H8OS in a non-equilibrium geometry.

Its orbital gap is 0.286 Ha. The SMILES is O=C1CCCCC1=S. The value obtained for the relative energy (zero: lowest compared OMol25 entry of this formula, charge and spin) is 2.796 eV. The value obtained for the highest occupied orbital energy is -8.88 eV.

ORCA input file:
```
! wB97M-V def2-TZVPD RIJCOSX def2/J DEFGRID3
* xyz 0 1
C 0.87 1.29 -0.49
C -0.55 0.77 -1.06
C -1.40 -0.16 -0.19
C -0.57 -0.48 1.11
C 0.71 -1.10 0.58
C 1.68 0.11 0.16
H -0.08 0.14 -1.96
H -1.14 1.44 -1.69
H -2.33 0.39 -0.04
H -1.67 -1.06 -0.96
H -0.97 -1.25 1.94
H -0.12 0.55 1.63
H 1.08 -1.84 1.26
H 0.36 -1.73 -0.22
O 2.88 0.04 0.18
S 1.25 2.89 -0.24
*
```

---

No. 4
The following is a DFT calculation (the ωB97M-V functional and the def2-TZVPD basis) of a structure of composition C6H8OS in a non-equilibrium geometry.

Its orbital gap is 0.286 Ha. The value obtained for the relative energy (zero: lowest compared OMol25 entry of this formula, charge and spin) is 4.720 eV. The value obtained for the highest occupied orbital energy is -8.41 eV.

ORCA input file:
```
! wB97M-V def2-TZVPD RIJCOSX def2/J DEFGRID3
* xyz 0 1
C -0.10 -1.95 -2.12
C 0.08 -0.84 -1.26
C -0.68 -0.60 -0.22
C -0.75 0.67 0.40
C -0.10 0.81 1.89
C 0.99 1.50 0.98
H -0.57 -2.83 -1.72
H 0.79 -0.02 -1.57
H -1.16 -1.50 0.38
H -1.83 0.62 0.29
H 0.35 -0.12 2.41
H -0.94 1.49 2.41
H 1.86 0.80 0.43
H 1.50 2.44 1.27
O -0.12 1.88 -0.07
S 0.68 -2.37 -3.52
*
```

---

No. 5
The following is a DFT calculation (the ωB97M-V functional and the def2-TZVPD basis) of an isolated molecule of C6H8OS in a non-equilibrium geometry.

Its orbital gap is 0.296 Ha. The SMILES is C=C/C=C1/OCCS1. The value obtained for the relative energy (zero: lowest compared OMol25 entry of this formula, charge and spin) is 2.095 eV. The value obtained for the highest occupied orbital energy is -7.38 eV.

ORCA input file:
```
! wB97M-V def2-TZVPD RIJCOSX def2/J DEFGRID3
* xyz 0 1
C 0.88 2.03 -0.41
C 0.31 1.22 0.59
C 1.19 3.34 -0.13
C -1.02 -2.16 0.69
C -0.66 -2.38 -0.80
C -0.23 -0.05 0.27
O -0.78 -0.91 1.17
S -0.02 -0.73 -1.37
H 1.05 1.68 -1.43
H 0.45 1.56 1.61
H 1.52 3.99 -0.85
H 1.16 3.73 0.88
H -2.10 -2.47 0.91
H -0.36 -2.85 1.17
H 0.03 -3.25 -0.84
H -1.44 -2.74 -1.47
*
```

---

No. 6
The following is a DFT calculation (the ωB97M-V functional and the def2-TZVPD basis) of an isolated molecule of C6H8OS2 in a non-equilibrium geometry.

Its orbital gap is 0.292 Ha. The value obtained for the relative energy (zero: lowest compared OMol25 entry of this formula, charge and spin) is 2.324 eV. The value obtained for the highest occupied orbital energy is -8.50 eV.

ORCA input file:
```
! wB97M-V def2-TZVPD RIJCOSX def2/J DEFGRID3
* xyz 0 1
C -0.56 1.99 0.90
C 0.61 2.10 0.12
C 2.01 -2.22 -0.47
C 1.02 -1.53 0.08
C -1.70 1.18 0.40
C -0.01 -0.86 -0.63
O -2.67 -1.16 -0.36
S 0.77 1.11 -1.29
S -1.55 -0.75 0.46
H -0.62 2.32 1.94
H 1.46 2.60 0.48
H 2.64 -2.64 0.24
H 1.92 -2.31 -1.57
H 1.23 -1.50 1.12
H -2.68 1.53 0.93
H -1.67 1.35 -0.73
H -0.21 -1.20 -1.63
*
```

---

No. 7
The following is a DFT calculation (the ωB97M-V functional and the def2-TZVPD basis) of an isolated molecule of C6H8S2 in a non-equilibrium geometry.

Its orbital gap is 0.315 Ha. The SMILES is S=C(S)C1CC=CC1. The value obtained for the relative energy (zero: lowest compared OMol25 entry of this formula, charge and spin) is 0.683 eV. The value obtained for the highest occupied orbital energy is -8.65 eV.

ORCA input file:
```
! wB97M-V def2-TZVPD RIJCOSX def2/J DEFGRID3
* xyz 0 1
C 0.93 -0.10 0.00
C -0.33 -0.93 0.00
C -1.23 -0.64 1.23
C -2.39 0.14 0.67
C -2.38 0.13 -0.67
C -1.23 -0.65 -1.23
H 1.90 1.99 0.01
H 0.02 -1.99 0.01
H -0.69 -0.12 2.06
H -1.57 -1.60 1.69
H -3.14 0.61 1.30
H -3.16 0.62 -1.30
H -0.71 -0.12 -2.02
H -1.57 -1.59 -1.66
S 0.62 1.64 0.00
S 2.42 -0.73 0.00
*
```

---

No. 8
The following is a DFT calculation (the ωB97M-V functional and the def2-TZVPD basis) of an isolated molecule of C6H8S2 in a non-equilibrium geometry.

Its orbital gap (alpha / beta) is 0.285 / 0.285 Ha. The value obtained for the relative energy (zero: lowest compared OMol25 entry of this formula, charge and spin) is 6.100 eV. The value obtained for the highest occupied orbital energy (alpha / beta) is -8.00 / -8.00 eV.

ORCA input file:
```
! wB97M-V def2-TZVPD RIJCOSX def2/J DEFGRID3
* xyz 0 1
C 0.64 1.51 0.42
C 1.87 2.08 -0.16
C -0.67 -1.04 0.42
C -1.93 -0.44 -0.21
C 0.41 -1.31 -0.58
C 1.99 0.77 0.14
S -1.79 1.43 -0.23
S 2.23 -0.93 -0.23
H 0.18 1.63 1.29
H 2.45 3.02 0.00
H -0.26 -0.36 1.09
H -0.82 -1.98 1.05
H -2.14 -0.63 -1.25
H -2.94 -0.62 0.29
H 0.45 -2.42 -0.55
H 0.32 -0.70 -1.48
*
```

---

No. 9
The following is a DFT calculation (the ωB97M-V functional and the def2-TZVPD basis) of an isolated molecule of C6H9B in a non-equilibrium geometry.

Its orbital gap is 0.329 Ha. The SMILES is C=BCC1=C(C)C1. The value obtained for the relative energy (zero: lowest compared OMol25 entry of this formula, charge and spin) is 3.961 eV. The value obtained for the highest occupied orbital energy is -8.42 eV.

ORCA input file:
```
! wB97M-V def2-TZVPD RIJCOSX def2/J DEFGRID3
* xyz 0 1
B 2.05 0.17 0.67
C -1.46 0.72 -1.66
C -1.32 -0.20 -0.45
C 1.16 0.93 -0.40
C -0.26 0.54 -0.64
C 2.93 -0.51 1.53
C -2.18 -0.95 0.39
H -1.34 0.25 -2.54
H 1.36 1.97 -0.01
H 1.86 0.66 -1.33
H 3.56 -0.09 2.34
H -2.00 1.61 -1.70
H 3.11 -1.48 1.77
H -2.98 -1.40 -0.08
H -2.71 -0.43 1.18
H -1.77 -1.79 0.94
*
```

---

No. 10
The following is a DFT calculation (the ωB97M-V functional and the def2-TZVPD basis) of a cluster of 2 separate species, C6H9Br in total in a non-equilibrium geometry.

Its orbital gap is 0.366 Ha. The SMILES is C/C=C/Br.C#CC. The value obtained for the relative energy (zero: lowest compared OMol25 entry of this formula, charge and spin) is 2.561 eV. The value obtained for the highest occupied orbital energy is -9.07 eV.

ORCA input file:
```
! wB97M-V def2-TZVPD RIJCOSX def2/J DEFGRID3
* xyz 0 1
C 1.07 2.29 0.34
C 0.03 1.94 0.86
C 0.63 -1.29 -1.06
C 1.15 -1.76 0.03
C -1.22 1.87 1.71
C -0.68 -1.63 -1.63
Br 2.89 -1.29 0.55
H 1.98 2.31 -0.13
H 1.22 -0.43 -1.46
H 0.83 -2.67 0.54
H -2.12 1.50 1.15
H -1.55 2.94 1.81
H -1.18 1.29 2.63
H -0.78 -2.73 -1.60
H -0.84 -1.24 -2.68
H -1.43 -1.10 -1.04
*
```